# 1
The following is a DFT calculation (ωB97M-V/def2-TZVPD) of the molecule C6H8BrNO.

Last column: Löwdin charge in e.
Element x y z (Å)
C: -0.262 2.096 -1.562  -0.38
C: -0.135 -0.577 -1.379  0.13
C: 1.232 0.806 0.085  -0.18
C: 0.905 1.917 -0.881  -0.57
C: 0.166 -0.326 0.071  -0.65
C: -1.046 0.240 0.816  -0.04
N: -1.034 2.685 -2.190  0.19
O: 0.828 -1.426 0.658  -0.04
Br: 2.334 3.181 -1.394  0.71
H: -1.024 -0.823 -1.838  0.05
H: 0.738 -0.692 -1.964  0.07
H: 2.177 0.423 -0.269  0.11
H: 1.307 1.074 1.203  0.16
H: -0.911 0.466 1.864  0.08
H: -2.026 -0.305 0.612  0.11
H: -1.309 1.273 0.561  0.08
H: 0.161 -1.920 1.307  0.17

energy relative to the best compared isomer or geometry (same formula, charge and spin)	3.044	eV
total charge	0
HOMO-LUMO gap (spin up / spin down)	8.298 / 7.530	eV
largest force on an atom	4.0	eV/Å

---

# 2
The following is a DFT calculation (ωB97M-V/def2-TZVPD) of a cluster of 3 separate species, C6H8Cl6O3 in total.

Last column: Löwdin charge in e.
Element x y z (Å)
C: -0.262 0.191 -5.449  -0.03
C: 0.226 0.531 -4.082  -0.29
C: -0.859 0.467 -3.039  -0.11
O: -0.845 -0.886 -2.534  0.04
C: 0.429 -1.370 -2.815  -0.54
O: 0.806 -2.474 -2.493  0.14
O: 1.132 -0.455 -3.484  0.09
H: 0.484 -0.134 -6.116  0.07
H: -0.676 1.049 -5.968  0.09
H: -1.123 -0.547 -5.465  0.12
H: 0.657 1.542 -4.027  0.16
H: -1.798 0.592 -3.455  0.10
H: -0.757 1.043 -2.073  0.15
Cl: 0.306 -1.678 7.803  0.49
C: 0.138 0.077 7.449  -1.64
Cl: 1.116 1.183 8.410  0.54
Cl: -1.495 0.434 7.533  0.58
H: 0.473 0.112 6.396  -0.03
Cl: -0.632 0.722 3.909  0.55
C: 0.386 0.143 2.605  -1.58
Cl: 0.407 -1.676 2.616  0.48
Cl: 1.981 0.746 2.636  0.58
H: -0.093 0.388 1.643  0.02

total charge	0
HOMO-LUMO gap	11.207	eV
largest force on an atom	2.7	eV/Å
SMILES string	C[C@H]1COC(=O)O1.ClC(Cl)Cl.ClC(Cl)Cl

---

# 3
The following is a DFT calculation (ωB97M-V/def2-TZVPD) of a cluster of 2 separate species, C6H8ClFNO in total.

Last column: Löwdin charge in e.
Element x y z (Å)
C: -0.014 0.804 -0.422  -0.14
C: 0.213 -0.614 0.069  -0.53
C: -1.862 1.108 0.484  0.05
C: 1.323 1.286 -0.559  -0.15
C: 2.286 0.364 0.007  0.08
C: 1.661 -0.738 0.353  -0.38
N: -2.455 -0.171 0.136  0.00
O: 2.031 -1.774 1.067  0.12
F: 1.641 2.533 -0.853  0.17
Cl: -0.274 -1.702 -1.322  0.73
H: -0.674 1.088 -1.114  0.06
H: -0.360 -1.087 0.947  0.14
H: 3.371 0.670 -0.014  0.17
H: -2.206 1.833 -0.239  0.03
H: -2.203 -0.729 1.003  0.15
H: -1.987 -0.679 -0.724  0.08
H: -3.504 -0.130 0.021  0.19
H: 3.013 -2.062 1.160  0.21

energy relative to the best compared isomer or geometry (same formula, charge and spin)	4.697	eV
total charge	+1
HOMO-LUMO gap (spin up / spin down)	7.074 / 7.075	eV
largest force on an atom	4.7	eV/Å

---

# 4
The following is a DFT calculation (ωB97M-V/def2-TZVPD) of the molecule C6H8ClN.

Last column: Löwdin charge in e.
Element x y z (Å)
C: 1.616 -1.281 0.589  -0.12
C: 0.616 -0.128 0.234  -0.67
Cl: 1.812 1.116 -0.526  0.58
C: -0.113 0.539 1.371  -0.17
N: -1.103 1.336 1.150  0.07
C: -1.631 1.400 -0.157  -0.18
C: -1.407 0.598 -1.195  -0.14
C: -0.487 -0.539 -1.037  -0.14
H: 2.318 -1.370 -0.133  0.01
H: 1.027 -2.205 0.884  0.10
H: 2.037 -0.927 1.602  0.10
H: 0.371 0.485 2.361  0.12
H: -2.220 2.319 -0.368  0.11
H: -1.947 0.764 -2.175  0.13
H: -1.139 -1.331 -0.747  0.10
H: 0.249 -0.777 -1.853  0.12

energy relative to the best compared isomer or geometry (same formula, charge and spin)	1.250	eV
total charge	0
HOMO-LUMO gap	9.243	eV
largest force on an atom	6.5	eV/Å
SMILES string	C[C@]1(Cl)C=NC=CC1

---

# 5
The following is a DFT calculation (ωB97M-V/def2-TZVPD) of the molecule C6H8ClN.

Last column: Löwdin charge in e.
Element x y z (Å)
Cl: 4.299 0.067 0.065  0.56
C: 2.587 -0.388 0.180  -0.53
C: 1.663 0.368 -0.277  -0.19
C: 0.261 0.097 -0.097  -0.24
C: -0.351 -1.080 -0.220  -0.03
C: -1.784 -0.857 0.077  -0.28
N: -1.944 0.541 0.255  -0.11
C: -0.736 1.260 0.130  -0.20
H: 2.268 -1.336 0.692  0.10
H: 1.873 1.286 -0.655  0.08
H: 0.237 -2.047 -0.260  0.14
H: -2.026 -1.338 1.085  0.13
H: -2.466 -1.142 -0.705  0.10
H: -2.759 0.813 -0.588  0.21
H: -0.560 1.976 -0.745  0.14
H: -0.561 1.780 1.064  0.11

energy relative to the best compared isomer or geometry (same formula, charge and spin)	2.074	eV
total charge	0
HOMO-LUMO gap	9.310	eV
largest force on an atom	7.2	eV/Å
SMILES string	Cl/C=C/C1=CCNC1

---

# 6
The following is a DFT calculation (ωB97M-V/def2-TZVPD) of the ion C6H8ClN2O2S with charge +1.

Last column: Löwdin charge in e.
Element x y z (Å)
C: 0.032 1.938 -0.221  0.03
N: 0.678 0.653 0.019  -0.04
C: 1.997 0.671 0.235  -0.01
C: 2.710 -0.506 0.378  -0.03
C: 2.055 -1.678 0.370  -0.04
C: 0.701 -1.734 0.173  0.04
C: -0.070 -0.548 0.084  -0.23
N: -1.396 -0.745 -0.044  -0.12
S: -2.698 0.166 -0.292  0.48
O: -2.871 1.411 -1.005  -0.28
O: -3.476 -1.017 -0.919  -0.16
Cl: -3.731 0.260 1.447  0.49
H: -0.763 1.904 0.412  0.04
H: 0.810 2.845 0.038  0.19
H: -0.319 1.898 -1.197  0.08
H: 2.388 1.631 0.118  0.12
H: 3.771 -0.421 0.628  0.14
H: 2.702 -2.631 0.439  0.17
H: 0.186 -2.578 0.355  0.09
H: -2.706 -1.520 -1.019  0.04

energy relative to the best compared isomer or geometry (same formula, charge and spin)	2.440	eV
total charge	+1
HOMO-LUMO gap	8.976	eV
largest force on an atom	4.0	eV/Å
SMILES string	Cn1ccccc1=[N+]=[S@@](=O)(O)Cl

---

Looking at E_tot for the records above, in order, we have -79927.0864; -87628.0494; -25116.0395; -20362.3387; -20361.5142; -36774.8437 eV.